1.
Here is a structure of composition C23H21N11O4SY in a non-equilibrium geometry from OMol25. Energies are from ωB97M-V/def2-TZVPD.

Last column: Löwdin charge in e.
Atoms and positions in Å:
1 Y -0.3241 0.3599 -0.1481  1.29
2 C 0.8990 3.6919 2.8326  -0.02
3 C 0.7282 2.4650 1.9951  -0.26
4 N -0.1278 2.3630 1.0320  -0.07
5 N -0.8955 3.4702 0.8157  -0.02
6 C -1.6777 3.4334 -0.2456  -0.85
7 N -2.4277 4.5385 -0.4092  0.08
8 S -1.8753 2.1790 -1.4316  0.61
9 C 1.5509 1.2686 2.3088  -0.24
10 C 2.3881 1.2558 3.4143  0.00
11 C 3.0987 0.1046 3.7170  -0.02
12 C 2.9457 -1.0140 2.9177  -0.03
13 C 2.0885 -0.9280 1.8363  -0.10
14 N 1.4131 0.1817 1.5277  0.02
15 H 0.2867 4.4941 2.4452  0.07
16 H 1.9450 4.0064 2.8418  0.10
17 H 0.6052 3.4919 3.8665  0.10
18 H -2.2885 5.3198 0.2076  0.11
19 H -2.9864 4.6432 -1.2358  0.09
20 H 2.4865 2.1397 4.0273  0.11
21 H 3.7609 0.0838 4.5738  0.12
22 H 3.4719 -1.9361 3.1209  0.12
23 H 1.9274 -1.7792 1.1878  0.11
24 N -1.7879 -0.6317 -3.0976  0.19
25 C -2.5787 -1.1068 -2.1169  -0.44
26 N -3.6628 -1.7642 -2.4932  0.19
27 C -4.3972 -2.2545 -1.4982  -0.41
28 N -5.5167 -2.9081 -1.8161  0.19
29 N -4.1159 -2.1284 -0.1802  0.19
30 C -3.0252 -1.4548 0.0803  -0.26
31 N -2.2022 -0.9115 -0.8258  0.03
32 C -2.6783 -1.2847 1.5328  -0.18
33 C -3.4709 -1.8827 2.4954  0.01
34 C -3.1459 -1.7133 3.8297  -0.02
35 C -2.0383 -0.9509 4.1552  -0.02
36 C -1.2962 -0.3921 3.1321  -0.10
37 N -1.5983 -0.5465 1.8406  0.05
38 H -2.1574 -0.6777 -4.0325  0.12
39 H -1.0745 0.0583 -2.9222  0.05
40 H -5.7624 -3.0284 -2.7825  0.12
41 H -6.0939 -3.2906 -1.0895  0.12
42 H -4.3244 -2.4631 2.1795  0.12
43 H -3.7513 -2.1692 4.6027  0.12
44 H -1.7451 -0.7843 5.1825  0.12
45 H -0.4291 0.2134 3.3588  0.10
46 O 0.5405 -1.6923 -0.8246  -0.11
47 C 1.4217 -1.9985 -1.6444  -0.15
48 C 2.2299 -1.0994 -2.4046  -0.11
49 C 3.2098 -1.6658 -3.2395  0.05
50 C 4.0267 -0.8540 -3.9584  -0.14
51 C 3.9123 0.5429 -3.8890  0.03
52 C 2.9621 1.1141 -3.0871  0.03
53 C 2.0835 0.3142 -2.3206  -0.32
54 O 1.1736 0.8603 -1.5833  -0.20
55 N 5.0557 -1.4529 -4.8259  -0.36
56 O 5.1184 -2.6636 -4.8683  0.08
57 O 5.7459 -0.6961 -5.4741  0.09
58 H 1.6204 -3.0667 -1.7995  0.14
59 H 3.3231 -2.7407 -3.3120  0.13
60 H 4.5852 1.1485 -4.4807  0.13
61 H 2.8507 2.1885 -3.0209  0.13

Cartesian forces (eV/Å) of the 3 atoms listed first:
Y -0.07 -0.36 -0.21
C 0.12 -0.03 0.01
C 0.09 -0.11 0.10

Its total energy is -2228.8909 Ha. The lowest unoccupied orbital energy comes out at -3.23 eV. The HOMO energy comes out at -10.62 eV. As for the energy relative to the best compared isomer or geometry (same formula, charge and spin): 0.138 eV. The total charge is +1.

2.
Here is a structure of composition C4H3Br4O2 in a non-equilibrium geometry from OMol25. Energies are from ωB97M-V/def2-TZVPD.

Last column: Löwdin charge in e.
Atoms and positions in Å:
1 C 0.6535 1.7842 2.0970  -0.59
2 C -0.4716 -1.4817 -1.2917  -0.22
3 C 0.4565 0.7659 -0.1630  -1.15
4 C -0.5153 -0.3764 -0.1261  -1.33
5 O -0.4397 1.7510 2.4420  0.11
6 O 1.8073 1.9141 2.0687  0.08
7 Br 0.0861 1.8812 -1.7643  0.44
8 Br 2.4445 0.1843 -0.4100  0.40
9 Br -2.3788 0.2254 0.1078  0.59
10 Br -0.1641 -1.4267 1.5442  0.60
11 H -0.7697 -1.1235 -2.2832  0.07
12 H -1.1652 -2.2694 -1.0049  0.05
13 H 0.4566 -1.8285 -1.2168  -0.03

Cartesian forces (eV/Å) of the 3 atoms listed first:
C 1.61 -0.14 -0.50
C -4.20 2.12 1.39
C 0.45 0.75 0.46

Its total energy is -10600.8030 Ha. The lowest unoccupied orbital energy comes out at 3.04 eV. The HOMO energy comes out at -3.78 eV. As for the energy relative to the best compared isomer or geometry (same formula, charge and spin): 0.000 eV. The total charge is -1.

3.
Here is a structure of composition C3H12KN6O3 from OMol25. Energies are from ωB97M-V/def2-TZVPD.

Last column: Löwdin charge in e.
Atoms and positions in Å:
1 K 8.7810 -20.4643 11.6421  0.93
2 C 11.8587 -18.2586 10.8110  -0.66
3 O 11.1111 -19.2185 11.0106  -0.09
4 N 13.1064 -18.2038 11.3560  0.17
5 N 11.4940 -17.1955 10.0477  0.17
6 H 13.7511 -17.5434 10.9577  0.10
7 H 13.4636 -19.0394 11.7820  0.11
8 H 12.1083 -16.4062 9.9609  0.11
9 H 10.5493 -17.1304 9.7199  0.10
10 C 5.7831 -22.3618 12.4360  -0.66
11 O 6.9981 -22.3929 12.2396  -0.09
12 N 4.9497 -21.5913 11.6838  0.17
13 N 5.1985 -23.0870 13.4284  0.17
14 H 3.9616 -21.5788 11.8550  0.10
15 H 5.3311 -21.2396 10.8234  0.10
16 H 5.7485 -23.6961 14.0028  0.11
17 H 4.1992 -23.0545 13.5137  0.10
18 C 7.2456 -17.9326 9.5304  -0.67
19 O 7.1482 -19.1185 9.8383  -0.06
20 N 7.1743 -17.5287 8.2289  0.17
21 N 7.4090 -16.9276 10.4384  0.17
22 H 6.9574 -18.2364 7.5519  0.12
23 H 6.9919 -16.5591 8.0371  0.11
24 H 7.5264 -17.1380 11.4100  0.11
25 H 7.6662 -16.0234 10.0813  0.10

Cartesian forces (eV/Å) of the 3 atoms listed first:
K 0.02 -0.14 -0.21
C -0.07 -0.55 0.17
O -0.36 0.15 0.10

Its total energy is -1275.7097 Ha. The lowest unoccupied orbital energy comes out at -2.57 eV. The HOMO energy comes out at -13.05 eV. As for the energy relative to the best compared isomer or geometry (same formula, charge and spin): 0.000 eV. The total charge is +1.

4.
Here is a cluster of 2 separate species, C9H20N2 in total in a non-equilibrium geometry from OMol25. Energies are from ωB97M-V/def2-TZVPD.

Last column: Löwdin charge in e.
Atoms and positions in Å:
1 C 3.3251 0.6458 -0.9147  0.13
2 C 0.2210 -2.5155 -1.1818  0.01
3 C 1.9223 0.7411 -0.8816  -0.14
4 C 0.0002 -1.6732 -1.9608  0.02
5 C -0.2510 2.0863 0.1340  -0.03
6 C -1.6193 -1.6152 0.8031  -0.03
7 C -0.3679 0.6008 -0.1945  -0.36
8 C -1.4957 -0.0311 0.5811  -0.28
9 C 1.0048 -0.0859 -0.0213  -0.24
10 N -2.8976 0.3479 0.0482  0.22
11 N 1.4466 0.1332 1.5202  0.24
12 H 3.9271 1.0198 -1.6621  0.05
13 H 3.9210 -0.0029 -0.1577  0.11
14 H 0.3710 -3.0610 -0.2316  0.09
15 H -2.6913 0.0786 -0.9037  0.15
16 H 1.4753 1.2941 -1.6885  0.11
17 H -0.0665 -1.0964 -2.8425  0.07
18 H 0.7130 2.4679 -0.2450  0.09
19 H -0.1759 2.3166 1.2259  0.11
20 H -1.0792 2.6006 -0.3392  0.10
21 H -2.1099 -2.0576 -0.0792  0.09
22 H -2.2658 -1.6652 1.7525  0.13
23 H -0.7390 -2.1947 1.0170  0.05
24 H -0.4860 0.6410 -1.2272  0.10
25 H -1.3034 0.3883 1.5888  0.14
26 H 1.1941 -1.1895 -0.0786  0.10
27 H -3.1066 1.4551 0.0384  0.24
28 H -3.7389 -0.2106 0.4055  0.21
29 H 2.2028 -0.5147 1.6989  0.15
30 H 0.7387 0.0528 2.2732  0.17
31 H 1.9313 1.0437 1.5231  0.16

Cartesian forces (eV/Å) of the 3 atoms listed first:
C -3.72 -2.45 3.19
C 0.52 -3.21 3.55
C 4.95 -1.32 -0.69

Its total energy is -463.6290 Ha. The lowest unoccupied orbital energy comes out at -6.79 eV. The HOMO energy comes out at -17.02 eV. As for the energy relative to the best compared isomer or geometry (same formula, charge and spin): 1.485 eV. The total charge is +2.